1.
Molecular formula: C4H8N2O
Method: DFT, ωB97M-V/def2-TZVPD

Values from the calculation:
- gap between HOMO and LUMO (eV) = 10.48
- max |F| (eV/A) = 2.40
- relative energy (zero: lowest compared OMol25 entry of this formula, charge and spin) (kcal/mol) = 107.6
- structure (SMILES) = CO/N=C/N1CC1
- electronic energy (eV) = -9301.7251

The geometry in ORCA input format:
```
! RIJCOSX wB97M-V def2-TZVPD def2/J DEFGRID3
* xyz 0 1
C 1.409 -0.139 2.485
O 1.666 -0.054 1.111
N 0.464 0.063 0.411
C 0.702 -0.063 -0.812
N -0.281 0.036 -1.804
C -1.531 -0.598 -1.514
C -1.417 0.896 -1.480
H 2.416 -0.166 2.909
H 0.872 0.773 2.859
H 0.804 -1.019 2.776
H 1.720 -0.394 -1.197
H -1.576 -1.095 -0.554
H -2.126 -1.146 -2.277
H -1.362 1.418 -0.575
H -1.760 1.487 -2.336
*
```

2.
Molecular formula: C29H40NO3P2RuSi
Method: DFT, ωB97M-V/def2-TZVPD

Values from the calculation:
- gap between HOMO and LUMO (alpha / beta) (eV) = 6.68 / 5.77
- max |F| (eV/A) = 4.66
- electronic energy (eV) = -67384.6311

The geometry in ORCA input format:
```
! RIJCOSX wB97M-V def2-TZVPD def2/J DEFGRID3
* xyz 1 5
C 1.049 -1.420 -5.285
C 1.037 -1.054 -3.944
N -0.114 -1.026 -3.257
C -1.284 -1.286 -3.891
C -1.318 -1.635 -5.244
C -0.131 -1.704 -5.950
C 2.326 -0.638 -3.310
P 2.121 -0.317 -1.545
Ru -0.061 -0.569 -1.153
P -2.264 -0.188 -1.584
C -2.585 -1.128 -3.126
O 2.423 2.718 -4.609
O -0.663 2.483 -3.857
H 2.005 -1.466 -5.794
H -2.272 -1.840 -5.707
H -0.129 -1.954 -7.007
C 2.964 -1.766 -0.801
C 3.097 1.159 -1.166
H -3.358 -0.617 -3.734
H -2.996 -2.119 -2.847
H 2.649 0.305 -3.781
H 3.093 -1.429 -3.399
C -3.292 -0.960 -0.328
C -2.983 1.434 -1.931
H 0.012 2.058 -3.303
H -0.681 3.364 -3.450
H 1.478 2.558 -4.517
H 2.586 2.403 -5.547
H -0.154 -2.083 -0.509
H -0.480 0.863 -1.658
H 4.034 -1.731 -1.042
H 2.860 -1.888 0.294
H 2.545 -2.672 -1.261
H 4.172 0.885 -1.200
H 2.881 1.884 -1.975
H 2.857 1.584 -0.163
H -4.049 1.393 -2.208
H -2.885 2.047 -1.031
H -2.365 1.912 -2.704
H -4.350 -1.027 -0.586
H -2.942 -1.972 -0.142
H -3.220 -0.412 0.608
O -0.296 0.530 0.651
Si -0.100 0.305 2.220
C 1.319 1.337 2.832
C 2.619 1.078 2.373
C 3.684 1.890 2.793
C 3.444 2.965 3.658
C 2.142 3.235 4.092
C 1.078 2.428 3.671
C -1.650 0.816 3.116
C -1.868 0.381 4.426
C -3.032 0.761 5.111
C -4.001 1.539 4.470
C -3.790 1.954 3.149
C -2.608 1.607 2.474
C 0.155 -1.488 2.620
C 1.375 -1.952 3.104
C 1.549 -3.321 3.314
C 0.505 -4.212 3.051
C -0.723 -3.746 2.564
C -0.900 -2.371 2.350
H 2.813 0.230 1.701
H 4.694 1.676 2.437
H 4.273 3.591 3.987
H 1.947 4.070 4.760
H 0.059 2.634 4.006
H -1.127 -0.254 4.917
H -3.173 0.447 6.144
H -4.916 1.822 4.996
H -4.546 2.550 2.639
H -2.433 1.965 1.454
H 2.172 -1.240 3.325
H 2.501 -3.678 3.694
H 0.634 -5.278 3.233
H -1.549 -4.428 2.343
H -1.861 -1.990 1.973
*
```

3.
Molecular formula: C23H24N4O4S
Method: DFT, ωB97M-V/def2-TZVPD

Values from the calculation:
- gap between HOMO and LUMO (eV) = 9.08
- max |F| (eV/A) = 1.06
- relative energy (zero: lowest compared OMol25 entry of this formula, charge and spin) (kcal/mol) = 29.3
- structure (SMILES) = COc1cccc(N(CC(=O)NCc2ccccc2)C(=O)CCC(=O)Nc2nccs2)c1
- electronic energy (eV) = -49227.6171

The geometry in ORCA input format:
```
! RIJCOSX wB97M-V def2-TZVPD def2/J DEFGRID3
* xyz 0 1
C -0.542 -5.027 1.490
O -1.030 -3.954 2.264
C -0.589 -2.702 1.986
C -1.190 -1.664 2.701
C -0.838 -0.355 2.447
C 0.117 -0.053 1.491
C 0.756 -1.085 0.815
N 1.723 -0.795 -0.174
C 1.607 -1.511 -1.437
C 0.157 -1.653 -1.889
O -0.360 -2.732 -2.093
N -0.466 -0.474 -2.065
C -1.850 -0.372 -2.480
C -2.722 0.163 -1.375
C -2.925 -0.596 -0.229
C -3.706 -0.110 0.803
C -4.288 1.143 0.703
C -4.090 1.906 -0.435
C -3.310 1.417 -1.469
C 2.759 0.080 -0.037
O 3.414 0.430 -1.003
C 3.142 0.504 1.369
C 3.114 2.028 1.572
C 4.010 2.703 0.564
O 5.191 2.883 0.728
N 3.424 3.161 -0.604
C 2.155 3.028 -1.070
N 1.115 2.631 -0.421
C -0.005 2.656 -1.189
C 0.170 3.079 -2.464
S 1.827 3.474 -2.746
C 0.400 -2.408 1.055
H -0.712 -4.859 0.422
H 0.524 -5.197 1.669
H -1.103 -5.901 1.814
H -1.940 -1.913 3.434
H -1.324 0.445 2.984
H 0.359 0.971 1.258
H 2.177 -0.946 -2.182
H 2.046 -2.511 -1.357
H 0.006 0.382 -1.811
H -1.912 0.273 -3.362
H -2.159 -1.385 -2.752
H -2.468 -1.571 -0.153
H -3.863 -0.712 1.684
H -4.898 1.523 1.509
H -4.544 2.883 -0.519
H -3.163 2.013 -2.360
H 2.519 0.019 2.118
H 4.176 0.169 1.496
H 2.098 2.407 1.487
H 3.513 2.246 2.564
H 4.102 3.507 -1.275
H -0.939 2.363 -0.742
H -0.555 3.189 -3.243
H 0.892 -3.195 0.511
*
```

Number 1 is which compound? C4H8N2O

The highest electronic energy belongs to which entry? C4H8N2O

Please write out number 2 again, unchanged.
Molecular formula: C29H40NO3P2RuSi
Method: DFT, ωB97M-V/def2-TZVPD

Values from the calculation:
- gap between HOMO and LUMO (alpha / beta) (eV) = 6.68 / 5.77
- max |F| (eV/A) = 4.66
- electronic energy (eV) = -67384.6311

The geometry in ORCA input format:
```
! RIJCOSX wB97M-V def2-TZVPD def2/J DEFGRID3
* xyz 1 5
C 1.049 -1.420 -5.285
C 1.037 -1.054 -3.944
N -0.114 -1.026 -3.257
C -1.284 -1.286 -3.891
C -1.318 -1.635 -5.244
C -0.131 -1.704 -5.950
C 2.326 -0.638 -3.310
P 2.121 -0.317 -1.545
Ru -0.061 -0.569 -1.153
P -2.264 -0.188 -1.584
C -2.585 -1.128 -3.126
O 2.423 2.718 -4.609
O -0.663 2.483 -3.857
H 2.005 -1.466 -5.794
H -2.272 -1.840 -5.707
H -0.129 -1.954 -7.007
C 2.964 -1.766 -0.801
C 3.097 1.159 -1.166
H -3.358 -0.617 -3.734
H -2.996 -2.119 -2.847
H 2.649 0.305 -3.781
H 3.093 -1.429 -3.399
C -3.292 -0.960 -0.328
C -2.983 1.434 -1.931
H 0.012 2.058 -3.303
H -0.681 3.364 -3.450
H 1.478 2.558 -4.517
H 2.586 2.403 -5.547
H -0.154 -2.083 -0.509
H -0.480 0.863 -1.658
H 4.034 -1.731 -1.042
H 2.860 -1.888 0.294
H 2.545 -2.672 -1.261
H 4.172 0.885 -1.200
H 2.881 1.884 -1.975
H 2.857 1.584 -0.163
H -4.049 1.393 -2.208
H -2.885 2.047 -1.031
H -2.365 1.912 -2.704
H -4.350 -1.027 -0.586
H -2.942 -1.972 -0.142
H -3.220 -0.412 0.608
O -0.296 0.530 0.651
Si -0.100 0.305 2.220
C 1.319 1.337 2.832
C 2.619 1.078 2.373
C 3.684 1.890 2.793
C 3.444 2.965 3.658
C 2.142 3.235 4.092
C 1.078 2.428 3.671
C -1.650 0.816 3.116
C -1.868 0.381 4.426
C -3.032 0.761 5.111
C -4.001 1.539 4.470
C -3.790 1.954 3.149
C -2.608 1.607 2.474
C 0.155 -1.488 2.620
C 1.375 -1.952 3.104
C 1.549 -3.321 3.314
C 0.505 -4.212 3.051
C -0.723 -3.746 2.564
C -0.900 -2.371 2.350
H 2.813 0.230 1.701
H 4.694 1.676 2.437
H 4.273 3.591 3.987
H 1.947 4.070 4.760
H 0.059 2.634 4.006
H -1.127 -0.254 4.917
H -3.173 0.447 6.144
H -4.916 1.822 4.996
H -4.546 2.550 2.639
H -2.433 1.965 1.454
H 2.172 -1.240 3.325
H 2.501 -3.678 3.694
H 0.634 -5.278 3.233
H -1.549 -4.428 2.343
H -1.861 -1.990 1.973
*
```